Density functional theory data (ωB97M-V/def2-TZVPD) for C33H27AsN7O4SW as an isolated structure.

Geometry (Å):
W  -0.1220  -0.8823  0.2764
O  1.1621  -4.1264  2.5842
C  0.6740  -3.0242  2.1175
O  0.3855  -2.8447  0.9116
C  0.2791  -1.9753  3.0500
C  0.3034  -2.0380  4.4341
C  -0.3062  -1.0211  5.1563
C  -0.9903  -0.0264  4.4692
C  -0.9786  -0.0266  3.0820
N  -0.2926  -0.9569  2.3754
C  -1.7884  0.7724  2.1674
O  -2.6275  1.7014  2.5084
O  -1.7098  0.4651  0.9602
H  1.3682  -4.7728  1.8856
H  0.7744  -2.8819  4.9212
H  -0.2981  -1.0290  6.2373
H  -1.5371  0.7275  5.0221
H  -2.6450  1.9041  3.4561
N  2.4190  -1.9785  -2.1615
C  1.1737  -2.1400  -2.5758
N  1.0340  -2.5028  -3.8426
C  -0.1895  -2.7699  -4.2747
N  -0.3774  -3.0672  -5.5487
N  -1.2835  -2.7689  -3.4637
C  -1.0760  -2.3609  -2.2545
N  0.1058  -1.9417  -1.7035
C  -2.2384  -2.4116  -1.3459
C  -3.4267  -3.0144  -1.7129
C  -4.4279  -3.1401  -0.7634
C  -4.1914  -2.6725  0.5217
C  -2.9836  -2.0674  0.8000
N  -2.0210  -1.9170  -0.1217
H  3.1456  -2.1898  -2.8278
H  2.6419  -1.7952  -1.1930
H  0.4157  -3.1468  -6.1653
H  -1.2894  -3.3433  -5.8742
H  -3.5338  -3.3854  -2.7212
H  -5.3687  -3.6111  -1.0144
H  -4.9324  -2.7743  1.3017
H  -2.7751  -1.6935  1.7920
S  2.3040  -1.0396  0.7751
C  3.2732  0.4145  0.5052
C  4.6614  0.3385  0.4799
C  5.3989  1.5106  0.3728
C  4.7752  2.7516  0.2841
C  3.3923  2.8356  0.2911
C  2.6592  1.6579  0.3921
As  0.7846  1.5392  0.3543
C  0.2285  1.1007  -1.4335
C  -1.1214  1.0243  -1.8202
C  -1.4418  0.7790  -3.1555
C  -0.4393  0.6679  -4.0979
C  0.9067  0.7767  -3.7253
C  1.2429  0.9736  -2.4084
C  -0.0687  3.1091  1.0082
C  -0.9536  3.8432  0.2251
C  -1.5193  4.9937  0.7568
C  -1.2019  5.3959  2.0476
C  -0.3083  4.6621  2.8197
C  0.2658  3.5104  2.3037
H  5.1605  -0.6177  0.5681
H  6.4793  1.4547  0.3673
H  5.3693  3.6515  0.2058
H  2.8932  3.7935  0.2110
H  -1.9227  1.2077  -1.1194
H  -2.4808  0.7209  -3.4523
H  -0.6959  0.5188  -5.1392
H  1.6818  0.7144  -4.4776
H  2.2832  1.0612  -2.1223
H  -1.1848  3.5419  -0.7878
H  -2.1978  5.5841  0.1561
H  -1.6404  6.2998  2.4491
H  -0.0455  5.0005  3.8133
H  0.9904  2.9516  2.8874

Relative energy (zero: lowest compared OMol25 entry of this formula, charge and spin) (kcal per mole): 18.7
Frontier orbital gap (spin up / spin down) (eV): 6.16 / 6.16
Maximum force (eV/A): 0.41
Total charge: +3
M (g/mol): 876.45